Formula: C32H69ClF2N3O9P2S
Source: OMol25
Level of theory: the ωB97M-V functional and the def2-TZVPD basis

Last columns: bonded neighbours and bond lengths (Å).
Positions of all 119 atoms, in Å:
1 Cl -6.13 4.64 -2.68  C33 1.802
2 S -2.61 1.35 2.01  P3 1.950
3 P -1.98 2.82 0.89  S2 1.950, O12 1.577, O13 1.567, N17 1.825
4 P -8.06 3.46 -0.50  O7 1.607, O9 1.599, O11 1.454, C22 1.818
5 F -2.34 2.26 -2.71  C39 1.339
6 F -4.89 2.48 -3.72  C31 1.371
7 O -8.58 2.65 0.78  P4 1.607, H115 0.963
8 O 2.44 -0.22 -1.56  C25 1.432, H61 0.955
9 O -8.31 5.00 -0.13  P4 1.599, H81 0.965
10 O -7.86 0.63 -3.70  N16 1.145
11 O -8.78 3.05 -1.69  P4 1.454
12 O -1.87 4.08 1.83  P3 1.577, H100 0.965
13 O -0.52 2.56 0.37  P3 1.567, H94 0.972
14 O -2.06 0.79 -1.06  C34 1.441, C39 1.359
15 O -6.45 1.57 -2.39  N16 1.474, C31 1.424
16 N -6.73 0.81 -3.62  O10 1.145, O15 1.474
17 N -3.17 2.83 -0.49  P3 1.825, C39 1.561, C50 1.566, H84 1.027
18 N 0.33 -1.09 -3.13  C23 1.457, C35 1.454, H51 1.006
19 C 4.31 -4.37 -0.69  C21 1.530, C27 1.528, H58 1.094, H92 1.095
20 C 6.81 -8.70 6.48  C36 1.528, C43 1.526, H65 1.093, H77 1.093
21 C 4.00 -5.86 -0.52  C19 1.530, C26 1.528, H59 1.094, H102 1.094
22 C -6.26 3.20 -0.38  P4 1.818, C33 1.552, H57 1.093, H73 1.092
23 C 1.28 -0.19 -3.76  N18 1.457, C25 1.551, H72 1.087, H96 1.095
24 C 8.05 -8.03 4.33  C36 1.530, C40 1.528, H74 1.095, H75 1.093
25 C 2.32 0.47 -2.82  O8 1.432, C23 1.551, C44 1.528, H66 1.095
26 C 3.48 -6.25 0.86  C21 1.528, C46 1.526, H70 1.094, H118 1.093
27 C 3.14 -3.43 -0.42  C19 1.528, C45 1.522, H86 1.092, H107 1.094
28 C -5.25 6.13 -0.12  C41 1.542, C42 1.549, H91 1.088, H106 1.078
29 C -0.59 4.41 -1.86  C30 1.519, H53 1.090, H93 1.086, H103 1.090
30 C -1.73 5.13 -2.56  C29 1.519, C32 1.540, C47 1.549, H87 1.092
31 C -5.17 2.20 -2.40  F6 1.371, O15 1.424, C33 1.575, C38 1.523
32 C -1.49 5.07 -4.08  C30 1.540, H76 1.087, H97 1.085, H99 1.093
33 C -5.29 3.52 -1.55  Cl1 1.802, C22 1.552, C31 1.575, C50 1.611
34 C -0.82 0.47 -1.72  O14 1.441, C35 1.519, H56 1.089, H80 1.087
35 C -0.97 -0.50 -2.88  N18 1.454, C34 1.519, H60 1.099, H108 1.088
36 C 6.76 -8.56 4.96  C20 1.528, C24 1.530, H101 1.094, H112 1.094
37 C -2.84 6.11 0.17  C41 1.536, H54 1.085, H62 1.084, H71 1.085
38 C -4.21 1.14 -1.88  C31 1.523, C39 1.517, H52 1.086, H119 1.087
39 C -2.85 1.76 -1.58  F5 1.339, O14 1.359, N17 1.561, C38 1.517
40 C 8.51 -6.67 4.85  C24 1.528, C49 1.526, H104 1.093, H105 1.093
41 C -4.05 5.18 0.03  C28 1.542, C37 1.536, C50 1.565, H109 1.096
42 C -5.46 6.99 1.16  C28 1.549, C48 1.538, H98 1.087, H113 1.090
43 C 7.86 -9.70 6.96  C20 1.526, H90 1.091, H95 1.092, H117 1.091
44 C 3.69 0.59 -3.47  C25 1.528, H55 1.089, H63 1.087, H68 1.090
45 C 1.96 -3.63 -1.37  C27 1.522, H78 1.093, H82 1.090, H114 1.092
46 C 4.48 -5.97 1.98  C26 1.526, H64 1.091, H79 1.092, H89 1.091
47 C -3.23 4.80 -2.32  C30 1.549, C50 1.550, H67 1.086, H83 1.085
48 C -5.24 8.50 0.94  C42 1.538, H69 1.087, H88 1.088, H111 1.088
49 C 7.51 -5.55 4.58  C40 1.526, H85 1.091, H110 1.091, H116 1.092
50 C -3.86 4.10 -1.09  N17 1.566, C33 1.611, C41 1.565, C47 1.550
51 H 0.23 -1.95 -3.65  N18 1.006
52 H -4.07 0.43 -2.69  C38 1.086
53 H 0.34 4.72 -2.34  C29 1.090
54 H -1.89 5.61 0.05  C37 1.085
55 H 4.12 1.58 -3.29  C44 1.089
56 H -0.23 -0.07 -0.97  C34 1.089
57 H -6.16 2.15 -0.10  C22 1.093
58 H 5.14 -4.09 -0.04  C19 1.094
59 H 4.91 -6.43 -0.73  C21 1.094
60 H -1.33 0.02 -3.78  C35 1.099
61 H 2.55 0.47 -0.91  O8 0.955
62 H -2.87 6.91 -0.57  C37 1.084
63 H 4.39 -0.14 -3.06  C44 1.087
64 H 4.08 -6.29 2.95  C46 1.091
65 H 6.99 -7.73 6.95  C20 1.093
66 H 1.97 1.48 -2.61  C25 1.095
67 H -3.54 4.25 -3.20  C47 1.086
68 H 3.67 0.45 -4.55  C44 1.090
69 H -6.00 9.09 1.43  C48 1.087
70 H 2.54 -5.73 1.08  C26 1.094
71 H -2.80 6.54 1.16  C37 1.085
72 H 1.84 -0.76 -4.50  C23 1.087
73 H -5.98 3.71 0.55  C22 1.092
74 H 7.90 -7.96 3.24  C24 1.095
75 H 8.85 -8.75 4.47  C24 1.093
76 H -2.25 5.63 -4.61  C32 1.087
77 H 5.83 -9.04 6.83  C20 1.093
78 H 2.27 -3.47 -2.41  C45 1.093
79 H 5.41 -6.52 1.81  C46 1.092
80 H -0.21 1.33 -1.97  C34 1.087
81 H -9.26 5.16 -0.22  O9 0.965
82 H 1.17 -2.91 -1.15  C45 1.090
83 H -3.76 5.74 -2.42  C47 1.085
84 H -3.94 2.38 0.02  N17 1.027
85 H 6.56 -5.73 5.08  C49 1.091
86 H 3.49 -2.40 -0.53  C27 1.092
87 H -1.57 6.18 -2.33  C30 1.092
88 H -4.28 8.83 1.33  C48 1.088
89 H 4.72 -4.91 2.06  C46 1.091
90 H 7.84 -9.79 8.05  C43 1.091
91 H -5.04 6.82 -0.93  C28 1.088
92 H 4.66 -4.21 -1.72  C19 1.095
93 H -0.58 3.33 -1.91  C29 1.086
94 H -0.02 2.26 1.14  O13 0.972
95 H 7.68 -10.69 6.54  C43 1.092
96 H 0.73 0.62 -4.26  C23 1.095
97 H -0.49 5.40 -4.32  C32 1.085
98 H -6.47 6.86 1.53  C42 1.087
99 H -1.56 4.03 -4.40  C32 1.093
100 H -2.66 4.18 2.38  O12 0.965
101 H 6.53 -9.53 4.52  C36 1.094
102 H 3.27 -6.17 -1.27  C21 1.094
103 H -0.44 4.69 -0.81  C29 1.090
104 H 9.46 -6.42 4.36  C40 1.093
105 H 8.73 -6.73 5.92  C40 1.093
106 H -6.21 5.69 -0.34  C28 1.078
107 H 2.80 -3.54 0.61  C27 1.094
108 H -1.67 -1.29 -2.59  C35 1.088
109 H -4.22 4.64 0.97  C41 1.096
110 H 7.90 -4.59 4.95  C49 1.091
111 H -5.27 8.77 -0.12  C48 1.088
112 H 5.93 -7.90 4.70  C36 1.094
113 H -4.80 6.67 1.96  C42 1.090
114 H 1.54 -4.63 -1.29  C45 1.092
115 H -8.63 3.24 1.54  O7 0.963
116 H 7.32 -5.45 3.51  C49 1.092
117 H 8.87 -9.39 6.68  C43 1.091
118 H 3.25 -7.31 0.85  C26 1.093
119 H -4.56 0.66 -0.98  C38 1.087

Calculated values
Net charge ... +1
E_tot ... -104564.8482 eV
HOMO ... -11.3 eV
ΔE to the lowest compared entry with this formula, charge and spin ... 0.0 kJ/mol

Mulliken atomic charge list, values in e, 5 entries: atom 1 (Cl): -0.122, atom 2 (S): -0.325, atom 3 (P): 0.610, atom 4 (P): 0.642, atom 5 (F): -0.229